(1)
A structure of composition C2H7NO3, computed with ωB97M-V/def2-TZVPD.

```
! wB97M-V def2-TZVPD RIJCOSX def2/J DEFGRID3
* xyz 0 1
C 2.048 1.318 1.300
O 1.487 0.072 1.507
O 0.028 -0.164 0.290
H 0.582 -0.932 0.553
H 3.016 1.311 1.827
H 2.246 1.543 0.242
H 1.442 2.128 1.731
N -2.323 -1.229 -0.920
C -1.445 -0.551 -1.655
O -1.325 -0.396 -2.829
H -2.921 -1.918 -1.360
H -2.236 -1.206 0.085
H -0.599 0.025 -0.771
*
```

Output
Highest occupied orbital energy (alpha / beta) (eV): -9.190 / -9.508
Lowest unoccupied orbital energy (alpha / beta) (eV): -0.31 / -1.33
Gap between HOMO and LUMO (alpha / beta) (eV): 8.879 / 8.179

Partial charges, natural (NBO), in e: number 1, C, carries -0.278; number 2, O, carries -0.376; number 3, O, carries -0.785; number 4, H, carries 0.516; number 5, H, carries 0.204; number 6, H, carries 0.179; number 7, H, carries 0.165; number 8, N, carries -0.818; number 9, C, carries 0.579; number 10, O, carries -0.504; number 11, H, carries 0.402; number 12, H, carries 0.425; number 13, H, carries 0.292

(2)
An isolated molecule of C7H10O2, computed with ωB97M-V/def2-TZVPD.

```
! wB97M-V def2-TZVPD RIJCOSX def2/J DEFGRID3
* xyz 0 1
C -1.157 0.195 -1.880
C -0.384 0.204 -0.590
C -0.804 -1.036 0.524
C -0.350 -0.437 1.812
C 0.300 1.042 1.253
C 1.541 0.686 0.525
C 1.108 0.148 -0.629
O 1.758 -0.478 -1.635
O -0.619 1.328 0.230
H -2.232 0.258 -1.683
H -0.934 -0.726 -2.429
H -0.853 1.056 -2.495
H -1.885 -1.131 0.439
H -0.307 -1.962 0.227
H -1.168 -0.180 2.484
H 0.429 -0.987 2.331
H 0.321 1.812 2.016
H 2.537 0.748 0.921
H 2.700 -0.541 -1.424
*
```

Output
Highest occupied orbital energy (eV): -8.552
Lowest unoccupied orbital energy (eV): 0.71
Gap between HOMO and LUMO (eV): 9.261

Partial charges, natural (NBO), in e: number 1, C, carries -0.630; number 2, C, carries 0.222; number 3, C, carries -0.428; number 4, C, carries -0.436; number 5, C, carries 0.089; number 6, C, carries -0.375; number 7, C, carries 0.308; number 8, O, carries -0.666; number 9, O, carries -0.501; number 10, H, carries 0.223; number 11, H, carries 0.227; number 12, H, carries 0.224; number 13, H, carries 0.213; number 14, H, carries 0.208; number 15, H, carries 0.211; number 16, H, carries 0.205; number 17, H, carries 0.203; number 18, H, carries 0.217; number 19, H, carries 0.486

(3)
A structure of composition C26H35N2Os, computed with ωB97M-V/def2-TZVPD.

```
! wB97M-V def2-TZVPD RIJCOSX def2/J DEFGRID3
* xyz 1 5
C -0.452 0.995 -2.514
C -0.926 -0.347 -2.350
C 0.200 -1.223 -2.491
C 1.381 -0.422 -2.653
C 0.970 0.954 -2.678
Os 0.465 0.085 -0.803
C 2.344 0.296 1.992
C 1.236 0.993 1.629
H 0.423 1.149 2.340
C 1.041 1.633 0.325
H 1.921 2.129 -0.090
H 0.130 2.239 0.299
C 2.377 -0.466 3.283
H 1.390 -0.463 3.761
H 2.663 -1.516 3.119
H 3.110 -0.037 3.980
C 3.599 0.266 1.173
H 3.498 0.779 0.207
H 4.435 0.740 1.715
H 3.913 -0.769 0.965
C -2.357 -0.748 -2.149
H -2.903 0.037 -1.611
H -2.859 -0.924 -3.111
H -2.416 -1.668 -1.561
C 0.133 -2.715 -2.553
H -0.583 -3.101 -1.821
H -0.184 -3.054 -3.547
H 1.109 -3.153 -2.334
C 2.783 -0.929 -2.783
H 2.912 -1.853 -2.212
H 3.042 -1.155 -3.823
H 3.502 -0.192 -2.410
C 1.876 2.126 -2.916
H 2.826 1.991 -2.385
H 2.112 2.238 -3.983
H 1.403 3.053 -2.571
C -1.342 2.198 -2.588
H -0.748 3.111 -2.704
H -2.034 2.117 -3.440
H -1.956 2.291 -1.681
C 0.398 -1.687 0.404
C -0.776 -1.956 1.085
C 1.500 -2.529 0.485
C -0.894 -3.163 1.787
H -1.600 -1.236 1.039
C 1.419 -3.672 1.283
H 2.416 -2.305 -0.070
C 0.213 -4.010 1.906
H -1.852 -3.421 2.240
H 2.303 -4.303 1.393
H 0.139 -4.931 2.485
N -2.753 3.347 0.233
C -2.943 2.528 1.307
C -4.157 2.570 2.040
C -4.296 1.721 3.134
C -3.235 0.859 3.441
C -2.091 0.874 2.635
N -1.937 1.683 1.584
H -1.798 3.530 -0.059
H -3.461 4.034 0.011
H -4.906 3.296 1.741
H -5.208 1.723 3.738
H -3.261 0.166 4.281
H -1.258 0.200 2.849
*
```

Output
Highest occupied orbital energy (alpha / beta) (eV): -10.128 / -10.869
Lowest unoccupied orbital energy (alpha / beta) (eV): -1.93 / -5.17
Gap between HOMO and LUMO (alpha / beta) (eV): 8.196 / 5.701

Partial charges, Mulliken, in e: number 1, C, carries 0.769; number 2, C, carries -0.084; number 3, C, carries 0.513; number 4, C, carries 0.121; number 5, C, carries 1.012; number 6, Os, carries 0.577; number 7, C, carries 0.830; number 8, C, carries -0.930; number 9, H, carries 0.876; number 10, C, carries -1.355; number 11, H, carries 0.836; number 12, H, carries 0.376; number 13, C, carries -1.339; number 14, H, carries 0.282; number 15, H, carries 0.284; number 16, H, carries 0.414; number 17, C, carries -1.058; number 18, H, carries 0.050; number 19, H, carries 0.482; number 20, H, carries 0.249; number 21, C, carries -1.289; number 22, H, carries 0.305; number 23, H, carries 0.304; number 24, H, carries 0.382; number 25, C, carries -1.086; number 26, H, carries 0.260; number 27, H, carries 0.330; number 28, H, carries 0.375; number 29, C, carries -1.335; number 30, H, carries 0.346; number 31, H, carries 0.315; number 32, H, carries 0.286; number 33, C, carries -1.550; number 34, H, carries 0.394; number 35, H, carries 0.303; number 36, H, carries 0.420; number 37, C, carries -1.137; number 38, H, carries 0.325; number 39, H, carries 0.332; number 40, H, carries 0.050; number 41, C, carries 0.413; number 42, C, carries -0.237; number 43, C, carries 0.118; number 44, C, carries -0.991; number 45, H, carries 0.528; number 46, C, carries -0.830; number 47, H, carries 0.173; number 48, C, carries -0.675; number 49, H, carries 0.452; number 50, H, carries 0.429; number 51, H, carries 0.392; number 52, N, carries -0.364; number 53, C, carries 0.613; number 54, C, carries -0.948; number 55, C, carries -0.320; number 56, C, carries -1.172; number 57, C, carries -0.010; number 58, N, carries 0.187; number 59, H, carries 0.248; number 60, H, carries 0.166; number 61, H, carries 0.333; number 62, H, carries 0.402; number 63, H, carries 0.418; number 64, H, carries 0.441